This record from the OMol25 dataset describes a single C6H10O molecule. The level of theory is wB97M-V/def2-TZVPD.

```
17
Properties=species:S:1:pos:R:3
O 0.364 -1.521 1.127
C 0.764 -1.044 -0.145
C 1.599 0.235 -0.069
C 0.544 1.334 0.120
C -0.657 0.865 -0.705
C -1.686 0.035 -0.007
C -0.557 -0.618 -0.839
H -0.524 -1.708 0.820
H 1.292 -1.862 -0.655
H 2.379 0.238 0.705
H 2.094 0.345 -1.042
H 0.894 2.312 -0.211
H 0.282 1.414 1.182
H -0.944 1.428 -1.582
H -2.699 0.047 -0.421
H -1.686 0.007 1.083
H -0.907 -1.141 -1.724
```

Results
HOMO level: -0.3659 Eh
Kohn-Sham gap: 0.406 Ha
E: -8430.3039 eV
SMILES: O[C@@H]1CC[C@@H]2C[C@@H]21